1.
C22H50BeN6O10 as an isolated structure, computed with wB97M-V/def2-TZVPD.

Last column: Mulliken charge in e.
Atoms and positions in Å:
1 Be 0.1224 -0.0115 -0.8325  1.070
2 O 2.1212 -0.9977 -2.1756  -0.399
3 C 2.8543 -2.2081 -2.3453  -0.196
4 C 3.2851 -2.6743 -3.7801  -0.730
5 O 2.8479 -1.8327 -4.8993  -0.291
6 H 2.3907 -2.9941 -1.7492  0.091
7 H 3.6961 -2.2315 -1.6534  0.140
8 H 3.1481 -3.7539 -3.8409  0.314
9 H 4.3747 -2.6563 -3.8063  0.337
10 O 0.5365 1.4461 -2.9157  -0.100
11 C 0.9753 2.7328 -3.2103  -0.217
12 C 2.4517 2.9103 -3.9636  -0.582
13 O 3.0750 1.7051 -4.4674  -0.924
14 H 0.9866 3.2293 -2.2400  -0.083
15 H 0.2276 3.3014 -3.7633  0.152
16 H 3.1421 3.1871 -3.1669  0.052
17 H 2.5340 3.6504 -4.7595  0.263
18 C -1.8637 0.6321 2.3010  -0.102
19 O -0.9855 0.2911 1.4924  -0.049
20 N -1.6492 0.8094 3.6321  0.373
21 C -2.7382 1.1762 4.5646  -1.014
22 C -0.3429 0.6050 4.2848  -0.760
23 H -2.9222 0.7900 2.0422  0.153
24 H -2.6677 2.2300 4.8341  0.317
25 H -2.6843 0.5424 5.4498  0.326
26 H -3.7142 1.0423 4.0981  0.313
27 H -0.3514 -0.4088 4.6851  0.376
28 H 0.4505 0.6337 3.5379  -0.154
29 H -0.0945 1.2563 5.1227  0.470
30 C -0.6734 -3.5177 0.1907  -0.087
31 O -0.6641 -2.3622 -0.1763  -0.452
32 N -0.5364 -3.8824 1.4531  0.293
33 C -0.4055 -2.9188 2.5208  -0.480
34 C -1.0055 -5.1930 1.8500  -1.090
35 H -0.6839 -4.4157 -0.4461  0.295
36 H -0.0771 -1.9425 2.1643  -0.230
37 H 0.1457 -3.2167 3.4127  0.336
38 H -1.4382 -2.7823 2.8415  0.456
39 H -0.8449 -5.5714 2.8595  0.324
40 H -2.0777 -5.3354 1.7153  0.392
41 H -0.5126 -5.9638 1.2574  0.347
42 C -3.2456 1.6367 -1.2209  0.035
43 O -2.1197 1.1950 -0.8246  -0.275
44 N -3.5144 2.9841 -1.3382  0.222
45 C -4.8099 3.5194 -1.7147  -1.014
46 C -2.5850 4.0676 -1.1937  -0.507
47 H -4.0382 0.9766 -1.6060  0.145
48 H -5.0988 4.2462 -0.9554  0.322
49 H -5.5946 2.7632 -1.7375  0.329
50 H -4.7636 4.0483 -2.6666  0.334
51 H -2.2322 4.4904 -2.1344  0.373
52 H -3.0238 4.7803 -0.4954  0.395
53 H -1.6794 3.6331 -0.7706  -0.348
54 C 0.6765 3.0612 1.1205  0.428
55 O 1.0592 2.0904 0.5044  -0.348
56 N 1.3620 3.4935 2.2129  0.214
57 C 2.4938 2.7997 2.7776  -0.741
58 C 0.8710 4.5775 3.0389  -0.916
59 H -0.1554 3.6877 0.7632  -0.233
60 H 2.1898 2.6069 3.8064  0.361
61 H 3.4743 3.2744 2.8128  0.328
62 H 2.6231 1.8305 2.2957  -0.009
63 H 0.5431 4.0335 3.9247  0.286
64 H 1.6203 5.2893 3.3856  0.298
65 H -0.0233 5.0036 2.5841  0.289
66 C 3.0493 -0.8339 1.0612  -0.358
67 O 1.8537 -0.6692 0.9922  -0.170
68 N 3.6660 -1.2404 2.1902  0.198
69 C 5.0940 -1.1851 2.4100  -1.040
70 C 2.9168 -1.4798 3.4510  -0.531
71 H 3.7279 -0.7335 0.2000  0.328
72 H 5.5589 -2.1604 2.5539  0.313
73 H 5.2250 -0.6179 3.3315  0.311
74 H 5.6302 -0.6401 1.6330  0.398
75 H 3.1951 -2.4428 3.8792  0.373
76 H 3.2753 -0.7462 4.1730  0.387
77 H 1.8306 -1.4343 3.3722  -0.311
78 C -1.3369 -2.0871 -3.6129  0.387
79 O -1.3947 -1.1505 -2.8118  -0.594
80 N -2.3428 -2.5751 -4.3303  0.079
81 C -2.0670 -3.5661 -5.3280  -0.966
82 C -3.7114 -1.9967 -4.2634  -0.927
83 H -0.3867 -2.6245 -3.7563  0.007
84 H -2.2410 -3.0801 -6.2880  0.365
85 H -2.6725 -4.4713 -5.3733  0.299
86 H -1.0376 -3.9038 -5.2079  0.329
87 H -4.2823 -2.8738 -4.5681  0.389
88 H -4.0934 -1.5873 -3.3282  0.209
89 H -3.9183 -1.2893 -5.0665  0.309

Its multiplicity is 2. Its expectation value of S² is 0.76. The value obtained for the highest occupied orbital energy (alpha / beta) is 0.1 / 0.1 eV. The value obtained for the orbital gap (alpha / beta) is 1.554 / 1.545 eV. Its total charge is -1.

---

2.
C22H50Br4N6O6 as an isolated structure, computed with wB97M-V/def2-TZVPD.

Last column: Mulliken charge in e.
Atoms and positions in Å:
1 Br -5.9567 0.1570 -0.8196  -0.148
2 C -4.0225 0.3592 -0.4677  -0.632
3 C -3.8907 0.9116 0.9424  -1.059
4 Br -1.9706 1.1354 1.2575  0.249
5 H -3.5297 0.9952 -1.2030  0.650
6 H -3.7460 -0.6949 -0.4906  0.086
7 H -4.2877 0.2481 1.7107  0.489
8 H -4.4231 1.8612 0.8878  0.567
9 Br -0.6467 5.0079 0.1010  -0.248
10 C -0.3041 3.7197 1.5195  0.544
11 C -1.3170 3.8084 2.6383  -0.761
12 Br -0.8193 2.6312 4.1321  -0.179
13 H 0.6401 3.9936 1.9901  0.353
14 H -0.2621 2.7992 0.9373  -0.942
15 H -2.3244 3.5473 2.3143  0.445
16 H -1.3355 4.8492 2.9617  0.516
17 C 0.8190 -2.7810 -2.5005  -0.245
18 O 0.1678 -3.2425 -3.4719  -0.677
19 N 0.8117 -3.2797 -1.2466  0.632
20 C 1.8361 -2.8305 -0.3826  -1.246
21 C -0.1763 -4.2939 -0.7770  -0.863
22 H 1.4571 -1.8917 -2.6202  0.613
23 H 1.2942 -2.2731 0.3814  0.089
24 H 2.4815 -2.0555 -0.7962  0.586
25 H 2.2932 -3.6711 0.1394  0.463
26 H -0.3569 -4.1679 0.2905  0.249
27 H -1.1178 -4.1720 -1.3126  0.186
28 H 0.0361 -5.3555 -0.9036  0.342
29 C -2.8926 -1.6987 -5.6331  -0.067
30 O -2.0459 -2.3858 -6.2016  -0.581
31 N -2.8978 -1.6153 -4.2688  0.201
32 C -3.8480 -0.7449 -3.6612  -0.324
33 C -1.8912 -2.2454 -3.4891  -0.758
34 H -3.7398 -1.1867 -6.1150  0.330
35 H -3.5311 0.2461 -3.9861  0.425
36 H -3.7172 -0.6768 -2.5812  -0.515
37 H -4.8882 -0.9882 -3.8778  0.442
38 H -1.0724 -1.6044 -3.1625  0.228
39 H -2.5029 -2.6724 -2.6943  0.326
40 H -1.4522 -3.1009 -4.0024  0.393
41 C 3.0691 2.1885 1.2505  0.046
42 O 2.4212 3.1732 1.6076  -0.643
43 N 2.9469 1.0034 1.8044  0.410
44 C 3.5979 -0.1662 1.2450  -2.048
45 C 2.0610 0.7690 2.9409  -0.208
46 H 3.7379 2.1233 0.3784  0.357
47 H 3.9918 -0.7645 2.0666  0.386
48 H 4.5100 0.0055 0.6734  0.357
49 H 2.9094 -0.8091 0.6967  1.010
50 H 2.4229 0.1146 3.7339  0.333
51 H 1.5242 1.6753 3.2215  0.120
52 H 1.3639 0.0809 2.4628  -1.338
53 C -0.6578 -0.3245 3.5916  -0.373
54 O -0.0968 0.7020 3.1256  -0.551
55 N -0.4350 -1.5663 3.1466  0.562
56 C -0.9186 -2.7273 3.9315  -1.057
57 C 0.6213 -1.8974 2.0942  -0.636
58 H -1.4987 -0.3109 4.3022  0.392
59 H -1.8912 -2.8443 4.4093  0.335
60 H -0.2012 -2.9623 4.7177  0.392
61 H -0.8772 -3.5832 3.2578  0.306
62 H 0.0805 -2.2669 1.2229  0.502
63 H 1.1268 -0.9917 1.7591  1.133
64 H 1.2565 -2.7063 2.4554  0.581
65 C -0.9304 -1.2171 0.1916  -1.024
66 O -1.2186 -2.2564 -0.3767  -0.217
67 N 0.0800 -0.4638 -0.2662  1.481
68 C 0.4602 0.6565 0.4809  -4.341
69 C 0.7776 -0.5882 -1.5380  -2.621
70 H -1.5357 -0.8726 1.0443  0.499
71 H 0.3262 0.7184 1.5608  1.897
72 H -0.2676 1.4489 0.3065  2.773
73 H 1.4778 1.0405 0.4085  -0.691
74 H 1.7721 -0.9511 -1.2782  0.852
75 H 0.2808 -1.3384 -2.1532  -0.419
76 H 0.7886 0.2862 -2.1886  1.054
77 C 3.8928 3.0637 -1.7141  -0.062
78 O 4.2650 2.1016 -2.3046  -0.553
79 N 2.6046 3.3631 -1.2721  0.053
80 C 2.2885 4.4910 -0.4050  -0.762
81 C 1.6136 2.2162 -1.1140  -0.409
82 H 4.5308 3.8904 -1.3653  0.336
83 H 2.4454 4.0427 0.5760  0.444
84 H 1.2258 4.6537 -0.5848  0.058
85 H 3.0501 5.2708 -0.4099  0.405
86 H 1.5318 1.9314 -0.0650  -0.240
87 H 0.6733 2.6186 -1.4908  0.336
88 H 1.9323 1.3383 -1.6759  0.625

Its multiplicity is 1. The energy relative to the best compared isomer or geometry (same formula, charge and spin) is 453.39 kcal per mole. The value obtained for the highest occupied orbital energy is -7.8 eV. The value obtained for the orbital gap is 7.680 eV. Its total charge is 0.

---

Number 1: energy -53427.269 eV. Number 2: energy -325001.973 eV.